9
Properties=species:S:1:pos:R:3:forces:R:3:mulliken_charge:R:1 method="wB97M-V/def2-TZVPD" de_lowest_kcal_mol=102.8 e_tot_ev=-5904.1735 total_charge=0
C -1.3335 -1.0959 0.0676 0.83 -2.42 0.84 -0.55
C -0.9947 0.1236 -0.0213 2.74 3.91 0.01 0.14
C 1.5757 0.7229 -0.0594 -2.96 0.20 1.45 -1.01
F -1.7028 1.2382 -0.2377 0.27 -1.04 -0.18 -0.18
H -2.2817 -1.4669 -0.1230 -2.01 -0.36 -0.31 0.32
H -0.6417 -1.8435 0.4571 0.14 0.38 -0.47 0.22
H 1.8319 0.2487 -0.8976 0.72 -1.74 -3.25 0.36
H 1.6410 1.7406 -0.0066 -0.31 2.63 -0.40 0.36
H 1.9059 0.3323 0.8209 0.58 -1.56 2.31 0.35